1.
{
  "formula": "C24H31N4O6SW",
  "method": "ωB97M-V/def2-TZVPD",
  "species": ["W", "S", "O", "O", "O", "O", "O", "O", "N", "N", "N", "N", "C", "C", "C", "C", "C", "C", "C", "C", "C", "C", "C", "C", "C", "C", "C", "C", "C", "C", "C", "C", "C", "C", "C", "C", "H", "H", "H", "H", "H", "H", "H", "H", "H", "H", "H", "H", "H", "H", "H", "H", "H", "H", "H", "H", "H", "H", "H", "H", "H", "H", "H", "H", "H", "H", "H"],
  "coordinates": [[0.3860, -0.5449, 0.2793], [-0.1826, -2.4759, 1.6322], [1.9872, -0.3756, 1.3200], [-1.4433, -0.0381, -0.3371], [0.3869, -1.7921, -1.4424], [4.0957, -0.9701, 2.8814], [1.3343, 0.1665, -1.5226], [3.1003, -2.2714, -1.5453], [-1.0237, 2.0789, 0.3599], [-2.7177, -2.5119, 0.7193], [0.0339, 1.4129, 0.9940], [-1.4360, -4.3640, 0.2271], [3.0267, -0.4058, 3.4773], [-4.4543, 3.4256, -1.7358], [-4.4987, 1.3019, -2.8670], [-1.7214, 1.2600, -0.3448], [0.6692, 0.7361, 4.5183], [-3.0870, -1.4610, 1.6616], [1.9527, -0.0887, 2.6371], [-0.2270, 0.9814, 2.2186], [-3.3809, 3.0050, -0.9703], [-5.0160, 2.5754, -2.6805], [-1.5508, -3.1515, 0.7631], [0.8026, 0.5151, 3.1434], [1.2949, -1.0271, -1.9394], [2.4724, -1.6562, -2.6827], [3.3585, -0.6040, -3.3123], [-3.6499, -2.6647, -0.3953], [-0.1427, -5.0084, -0.0160], [-2.5849, -5.2549, 0.0645], [2.0239, -2.7224, -3.6617], [2.8881, -0.1538, 4.8344], [5.2150, -1.2699, 3.7057], [-3.4251, 0.8743, -2.1004], [-2.8697, 1.7213, -1.1464], [1.7162, 0.4055, 5.3489], [-3.0665, -0.4915, 1.1631], [-2.8871, -5.3477, -0.9786], [-2.9319, 3.6584, -0.2350], [-2.2922, -6.2380, 0.4305], [-0.2310, 1.1911, 4.9108], [-4.8546, 4.4209, -1.5977], [3.6884, -0.4086, 5.5140], [-2.9945, -0.1051, -2.2571], [5.5941, -0.3698, 4.1936], [0.6311, -4.2709, -0.1865], [-2.4065, -1.4545, 2.5064], [3.6653, 0.1393, -2.5786], [1.4791, -2.2796, -4.4964], [5.9750, -1.6695, 3.0420], [1.6435, 0.5822, 6.4128], [-4.9249, 0.6472, -3.6155], [4.0344, -2.0371, -1.5310], [4.2411, -1.0874, -3.7350], [1.3838, -3.4494, -3.1650], [-0.2463, -5.6306, -0.9042], [4.9585, -2.0193, 4.4576], [0.1314, -5.6396, 0.8306], [-3.4215, -4.9002, 0.6595], [2.8988, -3.2394, -4.0543], [-3.1537, -3.1456, -1.2338], [-4.0981, -1.6619, 2.0171], [-4.5371, -3.2333, -0.1140], [-1.2152, 1.1997, 2.6229], [-3.9562, -1.6659, -0.7023], [-5.8536, 2.9111, -3.2775], [2.8393, -0.0917, -4.1217]],
  "forces_ev_per_a": [[-0.4318, -0.8836, -0.7396], [-0.2345, -0.0985, -0.0059], [0.2713, 0.1088, 0.0918], [0.0179, 0.3538, -0.4030], [0.2199, 0.1210, 0.6734], [0.0226, 0.0169, 0.0096], [0.0588, -0.0843, 0.0145], [0.0794, -0.1715, -0.0899], [-0.0083, 0.0402, 0.0943], [-0.0498, 0.0960, -0.0307], [-0.2842, 0.0502, 0.1609], [0.0661, 0.0052, -0.0952], [-0.0112, -0.0151, 0.0153], [0.0023, 0.0152, 0.0059], [0.0133, 0.0108, 0.0146], [-0.0278, 0.1045, 0.0223], [-0.0060, 0.0016, 0.0318], [-0.0779, 0.0495, 0.0283], [-0.0698, 0.0486, -0.1092], [0.2486, 0.2724, 0.0815], [-0.0197, -0.0208, 0.0222], [-0.0026, 0.0041, -0.0057], [0.1073, -0.1208, 0.3250], [-0.0068, -0.0504, 0.0287], [0.4539, 0.0943, -0.1037], [-0.2421, 0.0695, -0.0813], [0.0464, 0.0075, -0.0527], [-0.0149, 0.0843, -0.0511], [-0.0814, -0.0008, -0.0382], [0.0245, -0.0781, 0.0928], [-0.0290, -0.0330, -0.0083], [0.0176, -0.0093, 0.0020], [-0.0158, -0.0066, -0.0166], [-0.0152, 0.0061, -0.0242], [0.0069, -0.0465, 0.0012], [-0.0002, 0.0039, -0.0089], [-0.0665, -0.0965, 0.0831], [0.0051, -0.0120, 0.0105], [-0.0014, 0.0018, -0.0008], [-0.0027, -0.0110, -0.0034], [-0.0032, -0.0017, -0.0066], [-0.0021, -0.0005, -0.0015], [0.0002, 0.0006, -0.0039], [0.0076, -0.0323, 0.0134], [0.0054, -0.0010, 0.0025], [0.0309, 0.0817, -0.0176], [-0.0125, -0.0300, 0.0083], [-0.0021, 0.0040, 0.0081], [-0.0128, 0.0048, -0.0027], [0.0007, -0.0014, 0.0018], [-0.0120, 0.0038, -0.0011], [0.0014, -0.0017, 0.0012], [-0.0052, 0.0869, 0.0185], [-0.0035, 0.0030, 0.0013], [0.0037, 0.0034, 0.0040], [0.0147, -0.0001, 0.0063], [0.0028, 0.0035, 0.0052], [0.0082, 0.0105, -0.0012], [0.0525, -0.0732, -0.0088], [0.0056, 0.0166, 0.0017], [-0.0214, 0.0395, 0.0048], [-0.0096, -0.0117, -0.0001], [-0.0034, 0.0359, -0.0216], [0.0100, 0.0009, 0.0468], [-0.0062, 0.0295, -0.0063], [-0.0015, -0.0004, 0.0013], [-0.0102, 0.0018, 0.0050]],
  "lowdin_charge": [1.614, 0.770, -0.222, -0.239, -0.099, -0.052, -0.020, 0.017, 0.113, -0.178, -0.118, -0.172, -0.211, -0.062, -0.068, -0.419, -0.030, -0.048, -0.257, -0.090, -0.017, -0.069, -0.642, -0.181, -0.516, -0.531, -0.002, -0.023, -0.050, -0.027, 0.001, 0.011, -0.056, -0.035, -0.153, -0.059, 0.079, 0.102, 0.115, 0.104, 0.119, 0.110, 0.112, 0.106, 0.101, 0.057, 0.061, 0.097, 0.101, 0.096, 0.113, 0.107, 0.113, 0.102, 0.083, 0.101, 0.099, 0.103, 0.092, 0.099, 0.099, 0.106, 0.100, 0.147, 0.087, 0.109, 0.105],
  "total_charge": 1,
  "lumo_ev": [-3.38, -3.76],
  "spin_multiplicity": 3,
  "largest_force_ev_per_a": 1.23,
  "gap_ha": [0.2505, 0.2621],
  "e_homo_ev": [-10.198, -10.893]
}

2.
{
  "formula": "C24H32BN7O2S5Sr",
  "method": "ωB97M-V/def2-TZVPD",
  "species": ["Sr", "S", "S", "S", "S", "S", "O", "O", "N", "N", "N", "N", "N", "N", "N", "C", "C", "C", "C", "C", "C", "C", "C", "C", "C", "C", "C", "C", "C", "C", "C", "C", "C", "C", "C", "C", "C", "C", "C", "B", "H", "H", "H", "H", "H", "H", "H", "H", "H", "H", "H", "H", "H", "H", "H", "H", "H", "H", "H", "H", "H", "H", "H", "H", "H", "H", "H", "H", "H", "H", "H", "H"],
  "coordinates": [[0.3820, 1.2756, 2.2316], [-2.9885, -2.1232, 4.3262], [-1.0397, 3.5558, 3.5608], [1.7637, -1.2837, 2.5819], [2.8870, 1.2533, 3.6750], [4.5938, -1.1449, 3.4383], [0.2291, -0.7291, -1.7660], [-1.0595, -1.6239, -0.0788], [-1.5834, -0.1381, 3.5900], [2.6934, 0.8161, 0.0886], [0.5024, 5.7134, 3.1791], [0.4775, 4.2900, 1.4065], [0.0326, 3.1218, 0.8090], [-1.0952, 0.8407, -0.2824], [3.9546, 1.4255, 0.4152], [-1.4908, -1.3994, 3.8446], [0.6508, -2.8532, -2.9404], [0.1619, -2.0787, -1.9109], [0.0712, 4.5088, 2.6149], [-1.4379, 2.0170, -2.3367], [1.4055, -4.3751, -5.2435], [-0.7658, 2.0072, -1.0978], [-2.8551, 0.3386, 3.7618], [0.1667, 4.3398, -1.3253], [-0.4489, 6.7588, 5.2139], [0.6617, 5.8957, 4.6121], [0.3752, -4.2244, -2.9287], [0.7743, -5.1478, -4.0823], [3.0953, -0.4015, 3.2457], [1.7792, -6.2013, -3.5966], [-0.8355, -3.9743, -0.8150], [-0.3363, -4.7573, -1.8536], [-0.4855, -5.8492, -4.6228], [-0.6020, -2.6200, -0.8775], [-2.6417, 1.3442, -2.4422], [-3.2782, 0.9666, -1.2095], [-2.5348, 0.8643, -0.0867], [-3.7599, -0.5907, 4.1591], [-0.1657, 3.1293, -0.4836], [-0.6052, -0.4269, -0.6717], [1.2194, -2.3869, -3.7330], [-0.2517, -6.3890, -5.5453], [-0.6965, 4.6756, -1.9004], [-0.5214, -5.8242, -1.8157], [0.9752, 4.0929, -2.0168], [-3.0446, 1.3896, 3.5888], [2.3299, -3.8838, -4.9359], [-1.0788, 2.6284, -3.1596], [-0.2413, 6.9526, 6.2715], [1.2013, 6.1567, 2.6039], [1.6420, -5.0668, -6.0553], [-0.5781, -1.9770, 3.7676], [-1.3939, -4.4128, 0.0014], [2.0085, -6.9088, -4.3990], [1.3831, -6.7584, -2.7473], [1.6316, 6.3609, 4.8148], [2.7043, -5.7171, -3.2791], [-4.3608, 0.9127, -1.1618], [3.7472, 2.1364, 1.1028], [-0.5248, 7.7101, 4.6831], [0.6387, 4.9190, 5.0945], [-1.3968, 6.2286, 5.1286], [0.7138, -3.6229, -5.6267], [2.7683, 0.4658, -0.8568], [4.5340, 0.7500, 0.9045], [-0.8865, -6.5648, -3.9053], [-4.8124, -0.4780, 4.3578], [-1.2598, -5.1107, -4.8355], [2.5203, 0.0047, 0.6831], [-2.9300, 0.7610, 0.9164], [0.4939, 5.1392, -0.6675], [-3.1825, 1.2973, -3.3797]],
  "forces_ev_per_a": [[0.0209, -0.5987, 0.6052], [0.1834, 0.3515, -0.1114], [-0.1268, -0.2199, 0.2033], [-0.3939, -0.6365, -0.1989], [0.0178, 0.2680, 0.2374], [0.1128, -0.1076, -0.0362], [0.1582, 0.2156, 0.0584], [-0.0456, 0.0573, 0.1875], [0.3428, 0.2778, -0.2832], [-0.1676, -0.1157, 0.0749], [0.1287, 0.0695, -0.0623], [0.5986, 0.4873, -0.0484], [-0.5696, 0.6431, -0.8794], [0.0776, 0.3206, 0.2883], [0.1044, 0.0292, -0.1718], [-0.4371, -0.4354, 0.1814], [0.1009, 0.1074, -0.0078], [-0.2012, -0.2232, 0.1941], [-0.2936, 0.0078, -0.0523], [0.0832, 0.1027, 0.2735], [-0.0495, -0.0559, 0.1101], [0.0415, -0.4674, -0.4413], [-0.2658, -0.0711, 0.1479], [-0.0351, -0.0490, 0.0722], [0.1756, -0.1148, 0.0087], [-0.2953, 0.0411, -0.0313], [-0.0578, -0.0736, 0.0883], [0.0108, -0.0255, -0.0499], [0.4940, 0.0823, 0.1703], [-0.0514, 0.0886, -0.0218], [-0.0090, 0.0924, 0.1058], [0.0535, -0.0617, -0.0086], [0.1133, 0.0497, 0.0015], [0.1933, -0.0484, -0.3279], [-0.0732, -0.1767, -0.2448], [0.1674, 0.0395, -0.0245], [-0.1831, -0.3149, 0.1355], [0.0618, -0.2363, 0.0380], [0.1424, 0.5213, 0.3907], [-0.2576, -0.1087, -0.3818], [-0.0614, 0.0300, 0.0048], [-0.0030, -0.0237, 0.0167], [-0.0016, -0.0463, -0.0225], [-0.0289, -0.0037, -0.0284], [-0.0338, -0.0201, -0.0440], [0.0161, -0.0182, -0.0307], [-0.0108, 0.0368, -0.0392], [-0.0274, 0.0590, 0.0347], [-0.0612, 0.0353, -0.0074], [0.0578, -0.0892, -0.0359], [0.0222, 0.0010, -0.0019], [0.0844, 0.1315, -0.0539], [-0.0236, 0.0344, -0.0070], [0.0251, -0.0024, 0.0028], [0.0083, -0.0217, 0.0009], [0.0308, -0.0524, -0.0937], [0.0151, -0.0424, 0.0170], [-0.0064, -0.0193, 0.0723], [0.0005, 0.0535, 0.1037], [-0.0126, 0.0179, 0.0281], [0.1175, -0.0158, 0.0389], [-0.0315, 0.0290, -0.0280], [0.0545, 0.0365, -0.0328], [-0.1546, 0.0816, -0.1009], [-0.0015, -0.0345, 0.0885], [-0.0309, 0.0139, 0.0293], [0.0173, 0.0915, -0.0186], [-0.0262, -0.0287, -0.0380], [0.1843, -0.0768, -0.0005], [-0.0117, 0.0455, -0.0186], [0.0327, 0.0232, -0.0466], [-0.0092, 0.0629, 0.0213]],
  "lowdin_charge": [0.948, 0.967, 0.445, 0.293, 0.266, 0.274, 0.216, 0.201, -0.078, -0.084, -0.060, -0.051, -0.214, 0.032, -0.080, -0.474, 0.065, -0.169, -0.868, -0.086, -0.078, -0.221, -0.265, -0.033, -0.124, -0.324, -0.186, -0.563, -1.918, -0.053, 0.021, -0.053, -0.060, -0.188, -0.143, -0.127, -0.079, -0.411, -0.302, -0.664, 0.115, 0.075, 0.069, 0.099, 0.081, 0.076, 0.083, 0.097, 0.056, 0.106, 0.077, 0.022, 0.117, 0.077, 0.074, 0.102, 0.089, 0.086, 0.011, 0.057, 0.070, 0.044, 0.087, 0.055, 0.030, 0.071, 0.053, 0.090, -0.048, 0.091, 0.049, 0.062],
  "total_charge": -2,
  "lumo_ev": 3.73,
  "largest_force_ev_per_a": 1.23,
  "gap_ha": 0.1717,
  "e_homo_ev": -0.945
}

no.,total energy (a.u.)
1,-2068.69512
2,-3514.23163